The following is a quantum chemistry calculation of a cluster of 6 separate species, C36H64F9O14P in total at a distorted geometry, from the OMol25 dataset.

Atoms and positions in Å:
C  1.44514  0.65103  -1.54325
C  0.88288  -0.77143  -1.44660
O  0.09583  -1.19525  -2.20538
O  1.37686  -1.51923  -0.40715
C  0.43870  -1.51542  0.70502
C  -0.32543  -2.85684  0.75113
C  0.33183  -3.87163  1.74790
C  1.01236  -5.05216  1.02455
C  2.41906  -4.67630  0.42576
P  3.86822  -5.43176  1.31768
C  4.12233  -6.74796  -0.04147
C  4.92946  -6.23798  -1.27808
C  6.12825  -7.19386  -1.53720
O  7.20068  -6.93786  -0.60047
C  8.02367  -5.92137  -1.02238
C  7.89211  -4.54798  -0.36164
O  8.81355  -6.08922  -1.86428
C  3.68886  -4.25376  2.85070
F  2.68756  -4.78177  3.62401
F  3.32651  -2.96804  2.55405
C  4.92004  -4.15976  3.79747
F  4.97572  -5.34093  4.45334
F  6.09716  -4.03305  3.15851
C  4.81262  -3.05001  4.89572
F  3.57103  -2.80145  5.28936
F  5.46555  -3.51755  5.98046
C  5.50633  -1.68588  4.53064
F  4.82767  -0.72622  5.17640
F  6.72831  -1.62008  5.00032
F  5.45557  -1.37800  3.25767
H  1.18893  1.06159  -2.52548
H  2.53324  0.59606  -1.40659
H  0.99998  1.25107  -0.73554
H  1.03375  -1.39582  1.62361
H  -0.25091  -0.65836  0.62948
H  -0.38072  -3.31435  -0.24546
H  -1.36265  -2.69080  1.07953
H  0.97262  -3.36375  2.47709
H  -0.50668  -4.30596  2.32251
H  0.36665  -5.31920  0.17268
H  1.09688  -5.95924  1.63991
H  2.42924  -5.11244  -0.58219
H  2.51743  -3.59247  0.25644
H  5.16295  -4.93612  0.98326
H  3.63758  -6.52179  2.22067
H  4.73479  -7.55599  0.40906
H  3.17537  -7.23577  -0.33004
H  5.34724  -5.23136  -1.12732
H  4.26620  -6.23092  -2.15640
H  6.51898  -6.94426  -2.53866
H  5.83036  -8.24563  -1.49382
H  7.07752  -3.97068  -0.81874
H  8.81489  -3.97027  -0.47682
H  7.68683  -4.69735  0.71055
O  -1.87477  0.34276  0.55213
C  -2.11490  1.49403  0.82235
O  -1.98430  1.91482  2.08890
C  -2.06320  3.29091  2.47867
C  -3.50107  3.71675  2.68531
C  -2.64316  2.44589  -0.22168
H  -1.53766  3.92931  1.76738
H  -1.51868  3.36647  3.41915
H  -4.08059  3.63526  1.76506
H  -3.55121  4.74949  3.03455
H  -3.98631  3.07297  3.42146
H  -3.72005  2.30580  -0.31716
H  -2.16570  2.20953  -1.17210
H  -2.43042  3.49209  -0.01727
O  1.00230  3.96611  3.87317
C  2.00953  3.90852  4.52725
O  3.19963  4.12254  3.93379
C  4.43589  4.25852  4.64403
C  5.05879  2.90951  4.93870
C  1.97460  3.51389  5.98424
H  4.30355  4.86187  5.54385
H  5.09457  4.82506  3.98648
H  4.41979  2.30260  5.58140
H  6.02589  3.02906  5.42855
H  5.20062  2.34757  4.01428
H  1.93557  2.42730  6.05607
H  1.07462  3.93413  6.42954
H  2.81388  3.88688  6.56652
O  -6.14902  4.05647  0.43441
C  -6.73339  5.07305  0.70103
O  -6.40620  6.21125  0.06162
C  -7.14962  7.43001  0.16769
C  -6.72635  8.23343  1.37974
C  -7.76478  5.11558  1.80217
H  -8.22300  7.23397  0.15077
H  -6.92411  7.99448  -0.73645
H  -6.91890  7.69399  2.30814
H  -7.25915  9.18415  1.41671
H  -5.65418  8.43259  1.34589
H  -7.25622  5.22478  2.75978
H  -8.31154  4.17442  1.79340
H  -8.50298  5.90609  1.69010
O  -1.26593  1.96030  -5.19992
C  -1.17997  0.85689  -5.68079
O  -0.51393  0.69849  -6.84198
C  -0.19663  -0.57606  -7.40513
C  -1.34735  -1.12072  -8.22565
C  -1.87313  -0.32507  -5.06207
H  0.13028  -1.27281  -6.63181
H  0.66278  -0.40828  -8.05441
H  -2.23491  -1.28522  -7.61340
H  -1.07212  -2.06585  -8.69569
H  -1.62680  -0.40907  -9.00451
H  -2.92193  -0.33253  -5.37909
H  -1.83078  -0.21972  -3.97963
H  -1.41124  -1.28181  -5.29641
O  -4.77928  -0.01488  -4.69417
C  -5.29930  1.05948  -4.53264
O  -6.46038  1.13296  -3.85678
C  -7.06813  2.36161  -3.44702
C  -7.91287  2.95769  -4.55419
C  -4.72075  2.31121  -5.14476
H  -6.31917  3.06018  -3.07086
H  -7.70669  2.10881  -2.60117
H  -7.31156  3.20847  -5.42900
H  -8.41545  3.86263  -4.21027
H  -8.66665  2.24044  -4.88319
H  -5.04320  2.37888  -6.18394
H  -3.63374  2.23982  -5.11094
H  -4.98784  3.22577  -4.62068

Cartesian forces (eV/Å) of the 6 atoms listed first:
C 0.1 -0.8 0.1
C 1.5 1.4 0.9
O -1.5 -1.0 -1.5
O 0.1 0.6 0.2
C -0.4 -0.5 0.1
C 0.4 0.0 0.8

Results
Total charge = 0
Orbital gap = 9.10 eV
Total energy = -3703.5566 a.u.

Here are the Löwdin charges for atoms 1 to 4, given in e: atom 1 (C): 0.033, atom 2 (C): -0.548, atom 3 (O): 0.152, atom 4 (O): -0.062

---

The following is a quantum chemistry calculation of the molecule C2H6N2O3, from the OMol25 dataset.

Atoms and positions in Å:
C  -1.94380  0.33972  -0.33133
N  0.41196  0.09563  -0.40923
N  -0.77410  -0.36451  0.16019
C  1.54545  -0.52839  0.10242
O  0.56709  1.51190  -0.35413
O  1.55497  -1.83553  -0.11295
O  2.43005  0.08275  0.66271
H  1.31737  1.69617  0.24660
H  2.36713  -2.22440  0.24114
H  -0.74810  -0.27804  1.18082
H  -1.94611  0.28346  -1.41649
H  -2.82093  -0.16797  0.06214
H  -1.96097  1.38921  -0.03190

Cartesian forces (eV/Å) of the 6 atoms listed first:
C 0.0 0.0 -0.3
N -0.1 0.5 -0.3
N 0.1 -0.2 0.6
C 0.6 0.2 0.4
O -0.1 0.0 0.3
O -0.4 -0.4 -0.2

Results
Total charge = 0
Orbital gap = 10.18 eV
ΔE to the lowest compared entry with this formula, charge and spin = 330.0 kJ/mol
Total energy = -414.9699 a.u.

Here are the natural (NBO) charges for atoms 1 to 4, given in e: atom 1 (C): -0.421, atom 2 (N): -0.063, atom 3 (N): -0.433, atom 4 (C): 0.861

---

The following is a quantum chemistry calculation of a cluster of 2 separate species, C34H34N3O in total at a distorted geometry, from the OMol25 dataset.

Atoms and positions in Å:
C  -5.67074  -2.38428  1.15926
N  -5.06135  -1.68593  2.28308
C  -5.63925  -2.01790  3.57258
C  -3.75833  -1.18627  2.17395
C  -3.49044  0.19857  2.36101
C  -2.28277  0.73086  1.95849
C  -1.19400  -0.10929  1.58627
C  0.06150  0.47305  1.22663
C  1.31841  0.00280  1.67372
C  2.51352  0.65838  1.24546
C  3.74766  0.09238  1.44010
C  3.88296  -1.11187  2.19298
N  5.07227  -1.77816  2.27438
C  5.34003  -2.72620  3.33935
C  6.06978  -1.75506  1.22215
C  2.73062  -1.61740  2.85151
C  1.48230  -1.10438  2.57059
C  -1.42825  -1.51654  1.56315
C  -2.69568  -2.02697  1.76630
H  -5.42197  -1.85649  0.22965
H  -5.32825  -3.42915  1.07996
H  -6.75957  -2.38468  1.29516
H  -5.26983  -1.33178  4.34359
H  -6.73014  -1.93342  3.48904
H  -5.39867  -3.05303  3.87615
H  -4.28131  0.84194  2.75333
H  -2.11242  1.81049  1.98704
H  0.05097  1.43318  0.70886
H  2.42749  1.61497  0.72905
H  4.63168  0.58091  1.03308
H  4.91978  -2.37167  4.28872
H  4.93014  -3.72826  3.13403
H  6.42717  -2.81481  3.44732
H  5.87479  -0.93888  0.52002
H  7.06016  -1.62945  1.68448
H  6.07663  -2.71005  0.66580
H  2.85153  -2.46170  3.53055
H  0.60863  -1.54641  3.05112
H  -0.60079  -2.19781  1.35923
H  -2.89883  -3.09364  1.64628
C  5.08625  0.03871  -2.58873
C  5.02946  1.21069  -1.82402
C  3.80018  1.80263  -1.53800
C  2.59619  1.21791  -1.98185
C  1.29648  1.92548  -1.66852
C  0.03745  1.30960  -1.90074
N  -1.09596  2.10508  -2.04436
C  -1.22057  3.23876  -1.28476
C  -2.35445  4.02495  -1.30222
C  -3.45189  3.66323  -2.05772
C  -3.36801  2.52130  -2.86376
C  -2.16346  1.74907  -2.89643
C  -2.03713  0.69409  -3.79617
C  -3.11954  0.33347  -4.60950
C  -4.31934  1.06324  -4.56533
C  -4.44010  2.14433  -3.71281
O  1.42148  3.06870  -1.14818
C  2.66044  0.06572  -2.77126
C  3.89735  -0.52713  -3.05857
H  6.05397  -0.40097  -2.83797
H  5.94427  1.68704  -1.47047
H  3.76014  2.74101  -0.97753
H  -0.04830  0.23177  -2.04852
H  -0.36841  3.51631  -0.68231
H  -2.33180  4.92414  -0.69682
H  -4.35280  4.27550  -2.08801
H  -1.08962  0.15844  -3.85212
H  -3.04198  -0.51271  -5.28613
H  -5.15267  0.79527  -5.21064
H  -5.34785  2.74890  -3.68826
H  1.72832  -0.32662  -3.18395
H  3.93644  -1.42396  -3.67775

Cartesian forces (eV/Å) of the 6 atoms listed first:
C 0.6 -0.1 0.0
N -0.7 0.4 0.1
C 0.2 0.0 0.0
C 0.7 0.1 -0.4
C -0.3 -0.5 -0.1
C 0.7 -0.2 0.0

Results
Total charge = +1
Orbital gap = 5.14 eV
ΔE to the lowest compared entry with this formula, charge and spin = 197.8 kJ/mol
Total energy = -1555.2112 a.u.

Here are the Löwdin charges for atoms 1 to 4, given in e: atom 1 (C): -0.068, atom 2 (N): -0.240, atom 3 (C): -0.066, atom 4 (C): -0.226

---

The following is a quantum chemistry calculation of the molecule C28H32N4O4, from the OMol25 dataset.

Atoms and positions in Å:
C  1.16527  0.38581  5.91652
C  -0.31612  0.28358  6.26683
O  -1.07132  1.35024  5.72524
C  -1.29094  1.39890  4.38633
C  -1.06094  0.35937  3.49014
C  -1.31708  0.53104  2.14322
C  -1.78951  1.74327  1.66435
C  -2.08810  2.76260  2.56367
C  -1.83457  2.59322  3.90688
H  -2.04892  3.37848  4.61411
H  -2.52206  3.68603  2.20842
N  -2.01585  1.90169  0.27034
C  -1.40036  2.80187  -0.52534
O  -1.62144  2.83561  -1.73084
C  -0.38510  3.74385  0.09394
H  -0.49194  3.82086  1.17265
C  1.03822  3.25964  -0.22906
C  1.31151  1.97098  0.52986
O  1.62546  1.96359  1.69978
N  1.14224  0.85443  -0.23062
C  1.25833  -0.48502  0.13680
N  1.05387  -1.32312  -0.87196
C  1.09138  -2.62027  -0.61907
C  1.34464  -3.14334  0.63384
C  1.59002  -2.26717  1.68972
C  1.55103  -0.90619  1.43092
H  1.73025  -0.17859  2.20359
C  1.86877  -2.78349  3.06573
H  2.63912  -3.55203  3.03524
H  2.19408  -1.98163  3.72345
H  0.96793  -3.23515  3.48120
H  1.35350  -4.21054  0.79129
H  0.90577  -3.26422  -1.46848
H  0.85811  0.96618  -1.19633
H  1.15082  3.12527  -1.30548
H  1.74883  4.01155  0.11682
H  -0.53412  4.72477  -0.36132
C  -2.95203  0.96509  -0.33878
H  -3.57704  0.54890  0.45216
H  -3.57169  1.51597  -1.05281
C  -2.25638  -0.20030  -1.06973
O  -2.12344  -1.29408  -0.55787
N  -1.86084  0.12213  -2.30837
H  -1.92855  1.09594  -2.58861
C  -1.24582  -0.80920  -3.22450
H  -1.07376  -1.73701  -2.67627
H  -1.93735  -1.00776  -4.05266
C  0.07644  -0.26882  -3.78109
C  0.59340  -1.17555  -4.86051
C  1.53752  -2.15011  -4.56593
C  1.99113  -3.01084  -5.54968
C  1.50426  -2.90769  -6.84160
C  0.56349  -1.93831  -7.14479
C  0.11089  -1.07907  -6.15949
H  -0.62079  -0.32111  -6.40216
H  0.18254  -1.85108  -8.15206
H  1.85837  -3.57850  -7.61052
H  2.72767  -3.76382  -5.30888
H  1.91961  -2.22610  -3.55857
H  0.80114  -0.22529  -2.96730
H  -0.09076  0.73526  -4.17986
H  -1.15128  -0.28810  1.46118
H  -0.68040  -0.59358  3.82006
H  -0.45445  0.37691  7.34744
H  -0.72820  -0.68302  5.95129
H  1.57839  1.30552  6.32254
H  1.30397  0.40130  4.83815
H  1.70322  -0.45976  6.33689

Cartesian forces (eV/Å) of the 6 atoms listed first:
C -0.4 0.1 0.0
C 0.3 -0.3 0.1
O -0.1 0.2 -0.1
C -0.1 0.1 -0.2
C 0.0 0.0 0.3
C -0.1 0.3 -0.1

Results
Total charge = 0
Orbital gap = 9.16 eV
ΔE to the lowest compared entry with this formula, charge and spin = 36.6 kJ/mol
Total energy = -1606.2457 a.u.

Here are the natural (NBO) charges for atoms 1 to 4, given in e: atom 1 (C): -0.641, atom 2 (C): -0.062, atom 3 (O): -0.491, atom 4 (C): 0.303

---

Q: Among the records above, which one has the highest total charge?
A: C34H34N3O

---

Q: Number 4 is which compound?
A: C28H32N4O4

---

Q: What is the orbital gap in the fourth record?
A: 9.16 eV